{
  "formula": "C26H60AgF2N5NiO18S2",
  "method": "ωB97M-V/def2-TZVPD",
  "energy_ev": -144373.6324,
  "s2": 6.02,
  "multiplicity": 5,
  "total_charge": -2,
  "lumo_energy_ev": [3.32, 3.22],
  "symbols": ["Ag", "Ni", "C", "O", "O", "O", "C", "O", "O", "O", "N", "S", "O", "O", "F", "S", "O", "O", "F", "C", "O", "C", "C", "N", "C", "C", "O", "C", "H", "H", "H", "H", "H", "H", "H", "H", "H", "H", "H", "H", "H", "H", "H", "C", "O", "C", "C", "N", "C", "C", "O", "C", "H", "H", "H", "H", "H", "H", "H", "H", "H", "H", "H", "H", "H", "H", "H", "C", "O", "C", "C", "N", "C", "C", "O", "C", "H", "H", "H", "H", "H", "H", "H", "H", "H", "H", "H", "H", "H", "H", "H", "C", "O", "C", "C", "N", "C", "C", "O", "C", "H", "H", "H", "H", "H", "H", "H", "H", "H", "H", "H", "H", "H", "H", "H"],
  "positions_angstrom": [[19.33410, -28.97652, -4.67803], [19.07568, -30.15076, -1.14099], [21.22449, -31.05395, -3.45088], [22.18441, -31.84413, -3.36808], [20.64522, -30.60458, -2.42501], [21.08221, -30.62130, -4.58058], [18.64679, -27.75579, -2.20349], [18.99212, -28.06902, -1.04706], [19.46937, -27.26240, -3.04435], [18.29086, -28.91282, -2.59103], [20.23268, -28.27520, -6.51029], [21.14252, -26.86299, -6.76469], [20.53456, -25.71392, -7.34123], [22.56100, -27.04824, -6.98015], [21.02424, -26.46528, -5.14761], [19.79544, -28.42433, -7.93403], [20.95132, -28.57798, -8.91308], [18.52522, -27.80835, -8.29237], [19.39129, -29.94942, -7.83947], [26.41521, -19.52505, 0.06944], [25.15876, -20.02197, 0.00018], [24.00155, -19.10971, -0.05842], [22.79775, -19.67911, -0.60409], [22.52349, -20.99942, 0.11249], [21.57875, -21.85368, -0.61646], [20.68372, -22.78034, 0.20181], [19.93553, -23.71126, -0.54669], [20.75577, -24.85938, -0.94112], [26.78908, -19.14161, -0.87992], [27.07658, -20.37483, 0.23849], [26.64011, -18.69797, 0.74283], [24.35573, -18.44473, -0.84611], [24.00834, -18.47714, 0.82923], [22.89335, -19.69398, -1.68979], [22.03260, -18.93178, -0.39401], [23.46534, -21.36395, 0.10058], [22.24391, -22.50908, -1.17870], [20.85755, -21.41780, -1.30783], [19.94380, -22.13069, 0.66934], [21.25659, -23.22231, 1.01704], [21.72952, -24.54660, -1.31804], [20.28360, -25.23805, -1.84763], [20.72756, -25.62096, -0.16183], [17.68192, -26.41778, 1.76087], [17.13777, -25.11326, 1.98979], [16.73009, -24.51935, 0.68008], [16.25401, -23.03684, 1.06571], [17.33116, -22.41350, 1.70649], [17.13054, -21.05526, 2.21592], [16.66900, -20.04017, 1.12798], [17.57872, -19.01646, 0.72228], [18.61652, -19.46234, -0.10948], [17.98059, -26.88941, 2.69707], [18.57703, -26.45677, 1.14009], [16.87291, -27.09038, 1.47592], [16.04439, -25.16250, 0.12849], [17.50891, -24.42551, -0.07673], [15.32842, -22.77456, 1.57815], [16.28809, -22.57255, 0.08013], [17.60321, -23.03362, 2.45584], [17.89543, -20.58443, 2.83346], [16.35626, -21.22733, 2.96356], [15.69400, -19.62100, 1.37656], [16.39590, -20.62330, 0.24851], [19.08632, -20.23150, 0.50353], [19.28949, -18.67406, -0.44687], [18.23329, -20.02249, -0.96240], [22.64535, -30.59593, 4.00818], [22.25020, -30.21003, 2.78227], [22.43664, -31.17399, 1.76350], [21.84653, -30.38924, 0.51253], [20.39722, -30.63779, 0.52303], [19.66431, -29.96988, 1.69798], [18.14551, -30.34688, 1.76450], [17.55339, -30.00470, 0.49721], [16.12376, -30.00163, 0.46916], [23.71592, -30.80025, 3.99333], [21.96720, -31.35288, 4.40221], [22.54929, -29.73756, 4.67307], [21.98024, -32.13811, 1.98772], [23.50076, -31.34368, 1.59936], [22.23818, -30.85298, -0.39282], [22.08803, -29.32657, 0.49023], [20.26908, -31.63704, 0.45117], [19.62262, -28.91366, 1.43200], [20.23226, -30.36384, 2.54080], [17.70447, -29.80403, 2.60049], [18.12929, -31.37694, 2.12061], [15.49854, -30.86037, 0.71363], [15.80446, -29.75615, -0.54370], [15.91343, -29.19811, 1.17502], [17.11862, -26.47453, -5.28432], [17.44303, -27.86102, -5.35861], [16.36178, -28.68107, -5.37114], [16.75282, -30.03799, -5.93353], [17.68060, -30.64493, -5.00231], [18.24825, -31.87769, -5.59952], [17.18416, -32.92487, -6.17773], [16.65681, -32.56977, -7.47762], [17.59071, -32.65894, -8.52370], [16.45029, -26.20947, -6.10358], [18.09718, -26.03812, -5.48453], [16.77016, -26.22270, -4.28270], [15.45381, -28.33764, -5.86688], [16.07991, -28.77404, -4.32232], [17.17846, -29.81621, -6.91217], [15.84293, -30.60732, -6.12341], [17.01954, -30.90302, -4.28363], [18.83736, -32.31167, -4.79160], [18.96544, -31.72354, -6.40573], [16.36231, -33.11358, -5.48703], [17.56410, -33.93429, -6.02017], [16.90882, -32.44478, -9.34665], [17.85144, -33.71123, -8.63682], [18.45265, -32.00773, -8.66892]]
}

=====

{
  "formula": "C26H60N8O11",
  "method": "ωB97M-V/def2-TZVPD",
  "energy_ev": -62381.1499,
  "total_charge": 0,
  "lumo_energy_ev": 0.50,
  "smiles": "CNC(C)=O.CNC(C)=O.CNC(C)=O.CNC(C)=O.CNC(C)=O.CNC(C)=O.CNC(C)=O.CNC(C)=O.O=COCO",
  "relative_energy_ev": 0.0000,
  "symbols": ["C", "N", "C", "C", "O", "H", "H", "H", "H", "H", "H", "H", "C", "N", "C", "C", "O", "H", "H", "H", "H", "H", "H", "H", "C", "N", "C", "C", "O", "H", "H", "H", "H", "H", "H", "H", "C", "N", "C", "C", "O", "H", "H", "H", "H", "H", "H", "H", "C", "N", "C", "C", "O", "H", "H", "H", "H", "H", "H", "H", "C", "N", "C", "C", "O", "H", "H", "H", "H", "H", "H", "H", "C", "N", "C", "C", "O", "H", "H", "H", "H", "H", "H", "H", "C", "N", "C", "C", "O", "H", "H", "H", "H", "H", "H", "H", "O", "C", "O", "C", "O", "H", "H", "H", "H"],
  "positions_angstrom": [[-7.82454, -0.17079, 3.85557], [-6.41917, -0.02851, 4.17480], [-5.83127, 0.82591, 5.05320], [-6.73757, 1.76328, 5.81653], [-4.61989, 0.82267, 5.20727], [-8.17744, -1.17688, 4.08787], [-8.00471, 0.02030, 2.79649], [-8.41106, 0.53556, 4.43445], [-5.76260, -0.63021, 3.70373], [-6.12556, 2.37453, 6.47288], [-7.29117, 2.41492, 5.13938], [-7.45121, 1.19996, 6.42013], [-2.79769, -1.54666, 2.49292], [-3.80091, -1.31015, 1.47162], [-3.61371, -1.01766, 0.14624], [-2.18983, -0.92957, -0.32979], [-4.58368, -0.81974, -0.56854], [-2.89953, -2.55440, 2.90302], [-2.89288, -0.82910, 3.31085], [-1.80645, -1.44435, 2.06365], [-4.77202, -1.37361, 1.73188], [-2.16318, -0.67125, -1.38272], [-1.66917, -0.15790, 0.24097], [-1.68019, -1.88504, -0.18359], [1.40389, -2.55599, -4.75204], [0.45693, -1.79851, -3.95842], [0.67727, -0.62969, -3.29960], [2.06493, -0.03683, -3.38333], [-0.21650, -0.09183, -2.66402], [1.05331, -2.64815, -5.78252], [1.53507, -3.55903, -4.33948], [2.36950, -2.06596, -4.77001], [-0.48517, -2.14425, -3.86465], [2.06735, 0.88315, -2.80673], [2.81091, -0.71856, -2.97359], [2.34144, 0.17672, -4.41645], [-4.35401, 3.18094, 1.82220], [-3.25584, 2.28742, 1.52848], [-1.92743, 2.56333, 1.54353], [-1.50808, 3.96104, 1.92129], [-1.10784, 1.69948, 1.25590], [-4.93983, 2.80823, 2.66583], [-5.01265, 3.27330, 0.95641], [-3.98023, 4.16710, 2.07920], [-3.48542, 1.33830, 1.27354], [-0.42470, 4.01135, 1.88895], [-1.92127, 4.69269, 1.22503], [-1.83374, 4.21417, 2.92967], [1.47572, 4.12213, 7.55646], [0.44045, 4.47122, 6.60846], [0.58114, 4.87036, 5.31643], [1.98537, 4.97433, 4.76586], [-0.39582, 5.12480, 4.63234], [1.36599, 3.09005, 7.89398], [1.44375, 4.77513, 8.43052], [2.45296, 4.22380, 7.09473], [-0.51990, 4.41466, 6.91000], [1.91453, 5.29856, 3.73234], [2.57730, 5.69746, 5.32847], [2.49437, 4.01046, 4.80299], [6.18536, -4.23742, -7.86906], [5.16480, -3.58010, -7.07308], [5.27625, -2.42807, -6.36679], [6.61790, -1.73093, -6.37960], [4.32291, -1.97143, -5.75171], [5.87648, -4.30821, -8.91034], [6.38870, -5.24217, -7.49399], [7.10435, -3.66402, -7.84588], [4.25008, -4.00125, -7.02386], [6.53235, -0.83233, -5.77646], [7.39506, -2.37158, -5.96175], [6.91451, -1.46236, -7.39502], [4.91514, -0.15365, -11.17090], [5.65138, -1.24318, -10.56436], [6.80484, -1.82242, -10.99125], [7.42715, -1.28824, -12.26043], [7.31020, -2.73895, -10.36227], [4.84041, 0.69437, -10.48865], [3.90573, -0.46712, -11.44139], [5.41937, 0.17988, -12.07253], [5.28349, -1.64394, -9.71450], [8.33130, -1.85732, -12.45244], [6.74843, -1.39636, -13.10720], [7.68239, -0.23284, -12.15870], [1.27879, -2.72747, 2.37523], [2.46838, -2.24179, 1.71358], [2.68816, -1.00230, 1.18391], [1.56499, -0.00165, 1.28950], [3.75442, -0.74399, 0.65067], [1.49374, -3.03590, 3.40072], [0.85016, -3.58035, 1.84393], [0.53137, -1.94089, 2.41031], [3.24942, -2.87021, 1.61057], [1.87497, 0.92567, 0.81947], [0.66806, -0.35676, 0.78170], [1.30628, 0.19970, 2.32967], [-7.59172, -0.52455, 9.32841], [-6.76100, -1.37893, 9.25027], [-5.58756, -1.24931, 8.59838], [-4.70374, -0.19038, 9.00304], [-3.67398, -0.67782, 9.79428], [-6.87546, -2.37098, 9.71290], [-5.27569, 0.57795, 9.53017], [-4.27558, 0.19326, 8.08051], [-3.95094, -0.69634, 10.71440]]
}